19
Properties=species:S:1:pos:R:3:forces:R:3:nbo_charge:R:1 method="wB97M-V/def2-TZVPD" homo_lumo_gap_ev=9.864 e_above_lowest_ev=3.750 max_force_ha_per_bohr=0.09080 e_lumo_ev=1.001 charge=0
H -1.99904 -1.53933 -0.84678 0.692 -0.435 1.221 0.37
N -1.10844 -1.13665 -1.12870 -0.270 0.707 -1.583 -0.76
C -0.81720 -0.00719 -0.63302 -3.875 1.015 2.399 0.22
C -1.56754 0.58389 0.72501 0.661 -0.498 -1.967 -0.48
C -0.83827 1.72249 1.41700 -0.220 -0.056 0.409 -0.62
H -0.50158 0.85829 -1.21136 1.207 -0.426 -0.099 0.16
H -2.48791 0.98229 0.28638 -0.075 0.007 -0.043 0.21
H -1.88248 -0.20016 1.41714 0.302 -0.147 -0.165 0.21
H -0.10509 1.35739 2.13515 0.340 0.054 -0.303 0.22
H -0.39843 2.41952 0.70236 0.219 -0.121 0.036 0.21
H -1.53681 2.30659 2.01752 -0.133 0.026 -0.062 0.21
N 1.57558 -1.46863 -1.83396 -0.530 -0.095 0.826 -0.65
N 1.57484 -0.39558 -0.90154 1.017 0.185 0.148 -0.48
C 1.69426 -0.56327 0.47988 1.010 -0.481 -1.408 0.52
O 2.44078 0.10383 1.15172 -0.662 0.192 0.405 -0.57
H 2.24342 -2.18584 -1.55711 0.041 0.250 0.083 0.34
H 0.63525 -1.87280 -1.76390 0.002 0.082 -0.398 0.39
H 2.00068 0.44587 -1.27714 0.165 -0.283 0.217 0.38
H 1.07799 -1.41071 0.82134 0.109 0.025 0.284 0.12



105
Properties=species:S:1:pos:R:3:forces:R:3:lowdin_charge:R:1 method="wB97M-V/def2-TZVPD" homo_lumo_gap_ev=4.616 e_above_lowest_ev=1.097 max_force_ha_per_bohr=0.03822 e_lumo_ev=-7.065 charge=+1
Hg -2.69833 -0.66230 -3.46101 0.751 0.020 0.716 1.42
C -0.45175 0.61087 0.36208 0.190 0.807 -0.073 -0.66
F 0.32564 0.43875 1.40495 -0.031 -0.683 0.281 0.17
F -1.72692 0.70503 0.76390 -0.021 -0.048 -0.099 0.14
F -0.07360 1.76463 -0.18727 -0.449 0.163 -0.413 0.13
S -0.25531 -0.72165 -0.88075 0.603 -1.854 0.249 0.52
O -0.61303 -1.94688 -0.22080 -0.539 0.451 0.581 -0.27
O -1.19279 -0.37737 -1.96498 -0.600 0.912 0.196 -0.42
O 1.10015 -0.64454 -1.31280 0.661 0.600 0.008 -0.25
C 0.46018 6.43597 0.45345 -0.446 -0.076 -0.263 -0.05
C -0.04278 5.91565 1.79203 1.031 -0.473 -0.402 -0.48
C -0.20958 4.40123 1.79203 0.323 0.389 -0.693 -0.05
O 0.93240 6.24828 2.77508 -0.363 0.339 0.594 -0.05
H -0.19691 6.17437 -0.38254 -0.122 0.061 0.120 0.07
H 1.42795 5.98436 0.21803 0.086 0.113 0.111 0.08
H 0.54739 7.51985 0.49652 0.153 0.003 -0.088 0.08
H -0.97524 6.39613 2.08522 0.060 0.130 0.091 0.14
H -0.53660 4.10359 2.78465 -0.247 -0.436 -0.184 0.07
H 0.75468 3.94455 1.54318 0.108 0.027 0.367 0.07
H -0.83394 4.09103 0.94859 -0.528 -0.102 0.460 0.06
H 1.79954 5.95499 2.47635 -0.038 -0.038 -0.118 0.09
C 3.34818 1.88484 0.56608 -0.188 -0.648 -0.140 -0.05
C 3.76798 2.68369 -0.64264 0.522 0.587 -0.064 -0.47
C 2.61283 2.94667 -1.60449 0.627 -0.588 -0.041 -0.05
O 4.33289 3.94897 -0.21959 -0.371 -0.191 0.119 -0.06
H 2.45294 2.25683 1.06947 0.137 0.392 -0.031 0.06
H 4.16051 1.79611 1.28500 -0.017 0.011 0.020 0.09
H 3.07184 0.88295 0.21721 0.125 -0.038 0.114 0.07
H 4.59088 2.16576 -1.14511 -0.253 -0.302 -0.105 0.14
H 2.95692 3.62674 -2.38246 -0.328 0.401 0.211 0.08
H 1.77830 3.29249 -0.99722 -0.155 0.399 -0.408 0.06
H 2.32623 2.03844 -2.14333 -0.114 -0.135 0.300 0.07
H 5.16101 4.06684 -0.69053 -0.027 0.127 0.038 0.08
C 1.41469 1.83868 4.40515 -0.376 -0.220 -0.387 -0.04
C -0.06990 1.47814 4.47594 0.600 0.643 0.576 -0.50
C -0.27411 0.06388 4.96253 -0.125 0.189 -0.135 -0.05
O -0.68513 2.36351 5.42402 -0.248 -0.270 -0.213 -0.05
H 1.50144 2.89910 4.15582 0.220 -0.012 0.015 0.07
H 1.91448 1.25743 3.62638 0.089 0.042 0.031 0.06
H 1.88946 1.63778 5.36406 0.047 0.077 0.021 0.09
H -0.51657 1.63233 3.48638 -0.129 -0.094 0.041 0.11
H -1.33462 -0.15353 5.08878 -0.005 -0.094 -0.124 0.08
H 0.20427 -0.06190 5.93375 0.082 -0.037 -0.029 0.09
H 0.17976 -0.61051 4.23495 -0.116 -0.198 0.111 0.06
H -0.35452 3.25079 5.25226 -0.036 0.040 0.064 0.08
C -3.01163 3.25193 -1.36290 0.255 0.457 0.311 -0.03
C -3.70503 1.98503 -1.77064 -0.831 -0.673 -0.048 -0.42
C -5.20955 2.13407 -1.92909 0.007 0.369 -0.165 -0.04
O -3.12682 1.49841 -3.05046 -0.174 0.453 -0.095 -0.16
H -3.37507 4.13862 -1.89068 -0.022 -0.225 -0.302 0.10
H -1.93141 3.18183 -1.48921 -0.012 -0.069 0.039 0.08
H -3.20773 3.48098 -0.31302 0.013 -0.257 0.041 0.10
H -3.53198 1.15839 -1.08128 0.418 0.113 0.028 0.11
H -5.65989 2.33747 -0.95658 0.044 0.110 -0.006 0.10
H -5.71481 1.25834 -2.33802 0.258 -0.153 0.021 0.08
H -5.42437 2.97844 -2.58996 -0.100 -0.003 0.084 0.09
H -3.14995 2.23775 -3.67112 0.088 -0.124 -0.239 0.12
C 1.83792 -3.14392 3.67684 -0.816 -0.442 -0.451 -0.06
C 2.74245 -3.06279 2.46467 0.681 0.135 0.296 -0.48
C 2.67696 -1.72532 1.75549 0.377 0.090 0.255 -0.05
O 4.10008 -3.20269 2.91914 0.072 0.049 -0.245 -0.05
H 1.97299 -4.10128 4.18279 0.131 0.103 0.161 0.08
H 0.78254 -3.12390 3.37517 0.060 0.133 -0.004 0.08
H 2.00884 -2.31790 4.36347 0.186 -0.029 0.040 0.08
H 2.54763 -3.86489 1.74350 -0.247 -0.013 0.072 0.12
H 1.75331 -1.60716 1.19552 0.004 -0.002 -0.005 0.05
H 3.54351 -1.62419 1.10072 -0.172 -0.117 -0.229 0.09
H 2.78361 -0.91960 2.48851 -0.208 -0.009 0.004 0.08
H 4.28630 -4.13610 3.05283 -0.008 0.011 0.098 0.09
C 0.89321 -2.35504 -5.78481 -0.391 -1.185 0.014 -0.06
C 1.39737 -2.02368 -4.40303 -0.358 1.021 -0.019 -0.47
C 2.89318 -1.78026 -4.33280 0.067 -0.205 0.688 -0.04
O 0.71021 -0.80430 -4.02650 -0.427 0.065 -0.234 -0.11
H 1.40112 -3.24861 -6.16061 0.321 0.328 -0.171 0.09
H 0.95274 -1.53005 -6.48899 0.236 0.059 0.027 0.09
H -0.14220 -2.71723 -5.74665 -0.132 0.400 0.128 0.07
H 1.08286 -2.78730 -3.68383 0.246 -0.207 -0.135 0.12
H 3.21382 -0.87485 -4.84618 -0.197 -0.123 -0.381 0.09
H 3.43255 -2.65679 -4.69375 0.107 0.116 -0.063 0.09
H 3.16835 -1.62458 -3.28415 0.048 -0.139 -0.035 0.08
H 0.98381 -0.55573 -3.12612 0.024 -0.190 -0.268 0.02
C -5.50799 -1.43109 -0.02572 -0.645 -0.221 -0.360 -0.03
C -4.13123 -1.76177 -0.55941 -0.357 -0.334 0.673 -0.41
C -3.69501 -3.18003 -0.26321 0.630 0.146 -0.741 -0.02
O -4.15883 -1.58036 -2.03142 -0.075 0.216 -0.472 -0.16
H -5.77324 -0.37613 -0.09162 0.270 0.071 0.223 0.08
H -5.60103 -1.80783 0.99173 0.104 0.305 0.119 0.10
H -6.30542 -1.94522 -0.57906 0.244 -0.185 -0.071 0.10
H -3.41827 -1.04369 -0.15848 0.227 0.005 -0.363 0.12
H -4.30193 -3.89062 -0.83016 -0.262 -0.066 0.380 0.10
H -3.67731 -3.39376 0.80180 -0.271 -0.021 0.027 0.11
H -2.67762 -3.31792 -0.62857 0.024 -0.018 0.053 0.06
H -4.84158 -2.15788 -2.39633 -0.035 -0.070 0.114 0.11
C 1.82674 -4.96064 -1.42114 0.445 -0.360 0.342 -0.05
C 0.38007 -5.33605 -1.14744 0.443 0.417 0.376 -0.46
C 0.07896 -5.55614 0.33493 0.338 0.373 0.189 -0.05
O -0.46625 -4.28955 -1.65620 -0.276 -0.683 -0.100 -0.09
H 2.49461 -5.74848 -1.05541 -0.063 0.000 -0.062 0.08
H 2.12771 -4.04577 -0.90273 -0.195 0.098 -0.073 0.08
H 2.02059 -4.85265 -2.48770 -0.117 0.111 -0.029 0.07
H 0.17949 -6.28434 -1.65005 -0.310 0.266 -0.367 0.13
H -0.06839 -4.60326 0.85935 -0.234 0.049 -0.226 0.07
H 0.92511 -5.97862 0.88170 -0.099 -0.451 -0.254 0.08
H -0.80774 -6.17753 0.43882 -0.002 0.013 0.250 0.08
H -0.54724 -3.65637 -0.93028 0.129 0.105 -0.264 0.00



94
Properties=species:S:1:pos:R:3:forces:R:3:mulliken_spin:R:1 method="wB97M-V/def2-TZVPD" homo_lumo_gap_ev="7.344 / 7.520" e_above_lowest_ev=0.257 max_force_ha_per_bohr=0.01512 e_lumo_ev="-0.164 / -0.836" charge=0 multiplicity=3
Pt -1.51396 1.63782 -1.63222 0.197 0.379 -0.286 1.25
C -2.23565 -1.70747 6.43506 0.010 0.022 -0.026 0.00
C -1.83855 -1.00395 5.16392 -0.002 -0.001 0.055 0.00
C -0.65814 -0.27259 5.09515 0.025 -0.040 -0.037 0.00
C -0.27855 0.35242 3.91422 0.027 -0.042 0.009 0.00
C -1.08792 0.22734 2.79729 -0.211 0.044 0.081 0.00
C -2.28132 -0.48397 2.84126 -0.050 -0.018 0.002 0.00
C -2.64784 -1.09026 4.02737 -0.017 -0.040 -0.002 0.00
S -0.53673 0.99603 1.30348 0.768 -0.012 0.120 0.01
O -1.68888 1.73459 0.67103 -0.270 -0.073 0.155 0.06
C -0.38389 -0.48142 0.30654 -0.483 0.334 0.075 -0.03
C -1.48232 -0.79837 -0.51228 -0.255 -0.711 -0.153 0.15
C -1.35198 -1.82975 -1.40524 -0.235 -0.044 0.055 -0.01
C -0.17352 -2.60674 -1.46367 0.053 0.035 -0.011 0.01
C -0.04066 -3.68423 -2.38053 -0.023 0.099 0.080 0.01
C 1.10634 -4.41864 -2.41967 0.129 0.013 0.089 -0.01
C 2.17976 -4.11020 -1.54615 -0.036 -0.068 -0.153 0.01
C 2.08243 -3.08263 -0.65597 -0.100 0.097 0.035 -0.01
C 0.89611 -2.30435 -0.58584 0.077 -0.031 -0.095 0.00
C 0.77393 -1.18499 0.29013 0.564 -0.418 -0.098 0.00
C 1.91211 -0.76526 1.14971 -0.113 -0.266 0.112 0.00
C 2.19748 -1.45699 2.36419 -0.112 0.002 0.080 0.00
C 1.41108 -2.55620 2.80724 0.047 0.113 -0.086 0.00
C 1.67824 -3.16431 3.99703 0.057 0.011 0.109 0.00
C 2.74864 -2.71614 4.80863 -0.066 -0.065 -0.049 0.00
C 3.52037 -1.66625 4.40788 0.016 0.050 -0.082 0.00
C 3.26088 -1.00289 3.17938 0.026 0.077 0.021 0.00
C 4.01556 0.12771 2.76925 -0.013 -0.045 -0.011 0.00
C 3.72289 0.78152 1.60784 0.055 -0.091 0.043 0.00
C 2.67158 0.30949 0.79660 0.505 0.322 -0.199 0.00
S 2.31060 1.26084 -0.70195 -0.384 0.188 0.060 0.01
O 3.18473 2.46828 -0.65228 0.076 -0.214 0.051 0.00
C 2.96064 0.14519 -1.93474 0.162 0.014 0.146 0.00
C 2.08650 -0.40017 -2.85641 -0.059 0.006 -0.052 0.00
C 2.58073 -1.22737 -3.85893 -0.031 -0.027 0.036 0.00
C 3.93767 -1.50895 -3.94177 0.026 -0.035 0.002 0.00
C 4.47748 -2.41436 -5.01820 -0.008 0.035 0.039 0.00
C 4.80274 -0.93579 -3.00280 0.024 -0.024 -0.020 0.00
C 4.32602 -0.10900 -2.00374 -0.011 -0.027 -0.034 0.00
H -1.73090 -1.27717 7.29974 -0.003 -0.005 -0.021 0.00
H -1.97122 -2.76703 6.38895 -0.005 0.030 -0.018 0.00
H -3.31180 -1.64560 6.59979 0.020 -0.003 -0.010 0.00
H -0.02193 -0.19839 5.96929 -0.017 0.023 -0.011 0.00
H 0.64752 0.91457 3.85556 -0.037 -0.003 0.010 0.00
H -2.91385 -0.54898 1.96181 -0.023 0.017 0.060 0.00
H -3.57598 -1.64907 4.07471 0.019 0.026 0.003 0.00
H -2.45997 -0.35173 -0.35813 0.080 0.145 -0.044 -0.05
H -2.17862 -2.06816 -2.06408 0.028 -0.006 0.020 0.01
H -0.86886 -3.90689 -3.04330 0.028 0.026 0.009 0.00
H 1.20302 -5.23944 -3.11919 0.012 0.015 0.013 0.00
H 3.09335 -4.69039 -1.59746 -0.038 -0.002 0.004 0.00
H 2.91348 -2.84402 -0.00452 -0.001 0.006 0.007 0.00
H 0.58552 -2.89665 2.19508 -0.007 0.008 -0.014 0.00
H 1.06231 -3.99074 4.32954 0.031 0.003 -0.007 0.00
H 2.95368 -3.21308 5.74830 -0.012 0.003 -0.007 0.00
H 4.34338 -1.31949 5.02252 -0.027 0.006 -0.011 0.00
H 4.82961 0.46984 3.39823 -0.032 -0.001 0.008 0.00
H 4.27093 1.65688 1.28253 -0.012 0.001 0.006 0.00
H 1.02416 -0.19139 -2.79377 -0.038 0.034 0.002 0.01
H 1.89442 -1.66044 -4.57772 0.007 0.026 0.013 0.00
H 3.67655 -2.79956 -5.64800 0.005 0.011 0.013 0.00
H 5.00796 -3.26454 -4.58376 -0.016 0.025 0.004 0.00
H 5.18499 -1.88246 -5.65717 -0.011 0.000 0.011 0.00
H 5.86563 -1.14409 -3.06393 -0.024 0.006 -0.001 0.00
H 4.99957 0.35243 -1.29025 -0.020 -0.021 -0.017 0.00
O -1.34048 0.48093 -5.58113 -0.005 -0.058 -0.101 0.02
C -1.20319 0.94620 -4.46825 -0.043 -0.145 0.131 0.01
O -1.73647 0.49271 -3.37927 0.001 0.202 -0.340 0.12
C -0.27913 2.13631 -4.28464 0.115 0.041 -0.036 0.00
C 0.27061 2.80252 -5.36622 0.011 -0.072 -0.020 0.00
C 1.14113 3.85073 -5.12545 0.015 0.064 0.052 -0.01
C 1.44647 4.19296 -3.81339 0.046 -0.012 -0.139 0.01
C 0.85510 3.48228 -2.78913 -0.035 -0.003 0.156 -0.01
N 0.00700 2.48153 -3.03091 0.070 -0.005 0.245 0.09
H -0.00088 2.47190 -6.35866 0.018 0.019 -0.002 0.00
H 1.58008 4.39993 -5.94829 0.006 -0.014 -0.003 0.00
H 2.13422 4.99414 -3.58104 -0.013 -0.016 -0.009 0.00
H 1.05978 3.70914 -1.74819 -0.024 -0.021 -0.090 0.00
O -6.31194 0.91782 -1.50473 -0.063 -0.133 0.033 0.00
S -5.26046 1.09343 -0.55320 0.130 0.369 -0.209 0.01
O -4.77576 -0.04610 0.17697 0.048 -0.100 0.074 0.00
N -3.96543 1.86381 -1.26216 -0.186 -0.174 0.315 0.06
C -3.76090 3.04150 -0.73619 0.210 0.141 -0.208 0.00
S -2.34337 3.90642 -1.17905 -0.578 -0.073 -0.024 0.32
C -4.73593 3.44803 0.30883 0.149 -0.025 -0.063 -0.03
C -4.76687 4.60419 1.06421 -0.056 0.085 0.028 0.01
C -5.74329 4.71409 2.04691 -0.001 -0.032 -0.006 0.00
C -6.65131 3.68221 2.27202 -0.028 0.018 0.002 0.00
C -6.60919 2.51273 1.51984 -0.009 0.057 -0.008 0.00
C -5.63944 2.42867 0.54432 -0.052 -0.022 0.150 0.00
H -4.04180 5.38999 0.89393 -0.013 -0.019 0.000 -0.01
H -5.79218 5.60824 2.65441 -0.012 -0.005 -0.006 0.00
H -7.39938 3.78852 3.04734 0.021 0.007 -0.006 0.00
H -7.30453 1.70277 1.69553 0.007 0.007 -0.001 0.00



15
Properties=species:S:1:pos:R:3:forces:R:3:nbo_charge:R:1 method="wB97M-V/def2-TZVPD" homo_lumo_gap_ev=10.382 e_above_lowest_ev=1.177 max_force_ha_per_bohr=0.02777 smiles="CC(C)C(N)=O" e_lumo_ev=0.855 charge=0
C 0.96175 -0.86328 1.01954 -0.406 -0.107 -0.398 -0.62
C 0.34934 -0.24504 -0.32881 -0.471 0.015 -0.763 -0.32
C -0.61775 -0.92437 -1.49345 0.722 -0.508 0.779 -0.60
C -0.46638 1.01248 -0.07703 -0.353 0.396 -0.218 0.66
N -0.43364 1.67960 1.11232 0.079 0.125 0.133 -0.83
O -1.27234 1.38894 -0.91182 -0.030 0.605 0.313 -0.63
H 0.24700 -1.02865 1.83464 -0.201 -0.023 -0.447 0.22
H 1.72696 -0.19462 1.47260 -0.495 0.028 -0.663 0.21
H 1.51611 -1.80065 0.88548 -0.355 0.112 -0.364 0.22
H 1.24954 0.00093 -0.90218 -0.169 0.415 0.003 0.23
H -1.04087 -0.23379 -2.25883 0.963 0.011 1.054 0.26
H -0.02112 -1.62219 -2.06536 0.027 -0.662 0.187 0.20
H -1.52310 -1.37979 -1.07635 0.441 -0.261 0.165 0.21
H 0.37203 1.72964 1.70956 0.031 -0.213 -0.001 0.39
H -1.04752 2.48077 1.07968 0.217 0.066 0.219 0.40